This record from the OMol25 dataset describes C38H43N3O2S4ScTe as an isolated structure in a non-equilibrium geometry. The level of theory is ωB97M-V/def2-TZVPD.

Energy above the lowest of the compared OMol25 structures with the same formula, charge and spin ... 0.0 kJ/mol
LUMO level ... -3.21 eV
HOMO ... -8.91 eV
Molar mass ... 874.61 g/mol
DFT total energy ... -4409.9988 hartree

ORCA input file:
```
! wB97M-V def2-TZVPD RIJCOSX def2/J DEFGRID3
* xyz 1 1
Sc 0.21477 -0.37644 0.07421
C 0.06112 -4.39527 1.51172
C -1.36350 -4.08666 1.95548
S -1.71762 -2.31404 1.93596
C -3.52585 -2.40029 1.99817
C -4.18889 -1.07886 1.63233
S -3.64728 -0.34835 0.07260
C -4.08479 -1.63366 -1.11537
C -3.13740 -1.60589 -2.30629
S -1.39672 -1.97631 -1.96662
C -1.52891 -3.74128 -1.60367
C -0.15980 -4.31802 -1.28412
S 0.70313 -3.49932 0.07737
H 0.13836 -5.45709 1.27433
H 0.77241 -4.16985 2.30533
H -1.51573 -4.46133 2.96827
H -2.08464 -4.57801 1.29922
H -3.82762 -2.67390 3.01017
H -3.85438 -3.20120 1.33330
H -3.96747 -0.31319 2.37834
H -5.27072 -1.21561 1.61468
H -5.10497 -1.47308 -1.46657
H -4.04593 -2.60777 -0.63026
H -3.13936 -0.62311 -2.78162
H -3.46695 -2.32977 -3.05333
H -1.94272 -4.22929 -2.48829
H -2.21722 -3.87996 -0.76976
H 0.50697 -4.21872 -2.14146
H -0.25219 -5.37874 -1.04557
O -4.24492 4.37485 3.16140
C -3.03731 4.03799 3.81861
C -2.35426 2.97526 3.00505
C -1.72891 1.88991 3.58965
C -1.08162 0.96577 2.78708
N -1.04472 1.06024 1.45339
C -1.66730 2.10978 0.87832
C -2.32330 3.07502 1.61807
C -1.59747 2.16974 -0.60344
C -2.13202 3.21280 -1.33775
C -1.98449 3.23106 -2.71950
C -2.55136 4.38353 -3.51367
O -3.90689 4.62766 -3.19435
C -1.30415 2.18334 -3.31855
C -0.79666 1.17410 -2.52124
N -0.94979 1.15234 -1.19565
H -4.70681 5.04583 3.67303
H -3.20771 3.67382 4.83533
H -2.36952 4.90610 3.88028
H -1.72797 1.75012 4.66249
H -0.56458 0.11791 3.21659
H -2.83036 3.89960 1.14183
H -2.66444 4.02124 -0.85942
H -2.39958 4.21671 -4.58328
H -2.01490 5.29453 -3.24352
H -4.45453 3.93526 -3.57802
H -1.14922 2.15143 -4.38885
H -0.23814 0.35124 -2.94684
Te 1.70872 -1.23489 2.38810
C 3.42132 -0.13296 2.91518
C 4.52249 -0.82587 3.40823
C 5.62856 -0.12971 3.87718
C 5.64881 1.25621 3.84996
C 4.56066 1.94755 3.33683
C 3.45021 1.25846 2.87138
H 4.51914 -1.90823 3.42531
H 6.47882 -0.67705 4.26388
H 6.50844 1.79551 4.22498
H 4.57383 3.02965 3.29878
H 2.60760 1.80652 2.46751
C 3.44167 -3.70228 -3.13043
C 3.90109 -3.32380 -1.87462
C 3.35700 -2.22385 -1.23217
C 2.33596 -1.49322 -1.83557
C 1.88909 -1.86635 -3.09998
C 2.43784 -2.96788 -3.74493
N 1.78649 -0.34568 -1.18367
C 2.50145 0.84464 -1.37070
C 2.06742 1.99501 -0.69588
C 2.68656 3.21910 -0.86703
C 3.78117 3.33116 -1.71456
C 4.24021 2.19685 -2.36548
C 3.61839 0.96659 -2.20203
H 3.87292 -4.55882 -3.63163
H 4.68918 -3.88782 -1.39291
H 3.70472 -1.92013 -0.25194
H 1.11720 -1.28261 -3.58492
H 2.09059 -3.24117 -4.73341
H 1.22980 1.94196 -0.00138
H 2.31953 4.08470 -0.32973
H 4.27360 4.28357 -1.85329
H 5.10442 2.26254 -3.01424
H 4.00194 0.10016 -2.72238
*
```

Mulliken atomic charge list, values in e, 2 entries: number 1, Sc, carries -1.55; number 2, C, carries -1.07

---

This record from the OMol25 dataset describes a 9-piece molecular cluster, C42H85ClO20S overall in a non-equilibrium geometry. The level of theory is ωB97M-V/def2-TZVPD.

LUMO level ... 0.44 eV
HOMO ... -9.27 eV
Molar mass ... 977.64 g/mol
DFT total energy ... -4014.4317 hartree

ORCA input file:
```
! wB97M-V def2-TZVPD RIJCOSX def2/J DEFGRID3
* xyz 0 1
C -3.33444 -1.62495 -0.61133
C -3.34797 -2.14522 0.87108
O -3.03831 -3.53359 0.91509
C -1.64003 -3.75395 0.79199
C -0.93261 -3.40560 2.15865
C 0.11280 -2.25177 2.06239
C 1.36600 -2.57913 1.17183
C 1.40172 -1.76071 -0.16973
O 2.73279 -1.45078 -0.63332
S 3.24775 0.06722 -0.20758
O 3.40418 0.04581 1.28122
O 1.98328 1.12231 -0.48923
C 2.26170 2.36935 0.17538
C 1.29916 3.46356 -0.38386
C 1.55502 4.87250 0.25366
Cl 1.47002 3.58795 -2.18817
H -2.49153 -2.03463 -1.20635
H -4.25854 -2.03728 -1.08289
H -3.39180 -0.51872 -0.66354
H -4.40256 -2.04092 1.21611
H -2.74170 -1.51945 1.56122
H -1.17228 -3.27462 -0.09495
H -1.51336 -4.85429 0.64836
H -0.46214 -4.32551 2.56890
H -1.72806 -3.06695 2.85744
H 0.51042 -2.10904 3.09594
H -0.34966 -1.26965 1.80171
H 1.38029 -3.67231 0.95664
H 2.28590 -2.33400 1.74198
H 0.72099 -0.89027 -0.09202
H 0.95718 -2.42572 -0.94899
H 2.05756 2.29412 1.26239
H 3.31005 2.69459 0.00300
H 0.27561 3.15780 -0.08213
H 0.54963 5.31924 0.42665
H 2.09094 4.81227 1.22606
H 2.06556 5.57235 -0.43833
O 2.61376 -3.79418 4.21855
C 3.41081 -4.56773 3.75423
O 3.34354 -5.86560 4.07628
C 4.11911 -6.89618 3.44389
C 5.48363 -7.02254 4.08710
C 4.54651 -4.08748 2.88929
H 4.17556 -6.73939 2.37156
H 3.56583 -7.82503 3.59073
H 6.06550 -6.10608 3.97755
H 6.04337 -7.84336 3.63662
H 5.38307 -7.20860 5.15822
H 5.35593 -3.73528 3.52868
H 4.18852 -3.26101 2.27799
H 4.92563 -4.84147 2.20195
O 3.02164 8.74714 1.14594
C 2.86203 9.38689 0.13956
O 1.64798 9.43481 -0.42940
C 1.31143 10.30849 -1.51274
C 1.68365 9.69782 -2.84780
C 4.02110 10.05852 -0.54576
H 1.75073 11.29691 -1.36674
H 0.23024 10.44052 -1.46467
H 2.75886 9.53299 -2.92804
H 1.37249 10.34783 -3.66687
H 1.20268 8.72561 -2.96724
H 4.53928 9.32848 -1.16835
H 4.70131 10.42624 0.21318
H 3.74029 10.91735 -1.14794
O -3.29936 1.64309 -0.56209
C -3.33107 2.33308 -1.54793
O -4.50172 2.57272 -2.15052
C -4.67548 3.52218 -3.21113
C -4.34781 2.91456 -4.55815
C -2.06206 2.85334 -2.16979
H -4.10790 4.43341 -3.01370
H -5.72867 3.80380 -3.18867
H -3.30377 2.60244 -4.61497
H -4.53764 3.63147 -5.35805
H -4.95482 2.02419 -4.73110
H -1.63171 2.07746 -2.80278
H -1.36160 3.09303 -1.37106
H -2.19588 3.76382 -2.74962
O 4.82289 -7.89450 0.66992
C 5.36724 -8.89916 0.29309
O 6.16054 -9.57505 1.13421
C 6.70538 -10.87068 0.85315
C 7.99049 -10.76650 0.05855
C 5.24613 -9.35675 -1.13561
H 5.96333 -11.50822 0.36966
H 6.91556 -11.32231 1.82259
H 7.82514 -10.30171 -0.91434
H 8.42355 -11.75486 -0.10082
H 8.71447 -10.14599 0.58858
H 5.96695 -8.81253 -1.74560
H 4.23931 -9.13103 -1.48349
H 5.38897 -10.42660 -1.26963
O 5.13278 12.89323 -0.43361
C 5.41655 13.36944 0.63566
O 5.34912 14.69696 0.80338
C 5.48294 15.34950 2.07137
C 6.93812 15.59120 2.41511
C 5.93827 12.51552 1.76263
H 4.95366 14.79828 2.85063
H 4.97203 16.30688 1.96927
H 7.48999 14.65492 2.50864
H 7.02426 16.13744 3.35544
H 7.42271 16.16865 1.62657
H 7.00750 12.35674 1.62298
H 5.42774 11.55567 1.73513
H 5.75785 12.93238 2.75082
O -3.00409 -9.97785 1.65124
C -2.31257 -9.08029 2.05958
O -1.06041 -9.33453 2.45428
C -0.10789 -8.31107 2.76948
C -0.25395 -7.85728 4.20753
C -2.86181 -7.68852 2.22380
H -0.17061 -7.48483 2.05841
H 0.87551 -8.76154 2.63276
H -1.23420 -7.41531 4.39198
H 0.50987 -7.11812 4.45675
H -0.15685 -8.70639 4.88599
H -3.39480 -7.62460 3.17251
H -3.55692 -7.49531 1.40797
H -2.10566 -6.90787 2.17654
O -9.88794 -8.21627 0.12065
C -8.69776 -8.27927 0.27612
O -8.11479 -9.46975 0.47023
C -6.69442 -9.67158 0.47942
C -6.10433 -9.39723 1.84558
C -7.85963 -7.02966 0.34988
H -6.21448 -9.08838 -0.30895
H -6.54085 -10.72009 0.22466
H -6.25401 -8.35774 2.14635
H -5.03091 -9.60870 1.84786
H -6.58978 -10.01895 2.60031
H -7.90695 -6.62856 1.36203
H -8.27169 -6.29931 -0.34480
H -6.82021 -7.17798 0.06506
O -5.48155 5.04438 -6.92020
C -6.43438 5.75043 -6.72306
O -6.25838 6.96794 -6.19104
C -7.29407 7.95189 -6.08751
C -8.11855 7.75324 -4.83249
C -7.83260 5.25179 -6.97542
H -7.90454 7.97103 -6.99198
H -6.78625 8.91502 -6.03748
H -8.63016 6.78975 -4.83581
H -8.86743 8.54065 -4.73706
H -7.47627 7.76936 -3.95075
H -8.16395 4.67029 -6.11504
H -7.81396 4.61082 -7.85540
H -8.55224 6.04121 -7.18075
*
```

Mulliken atomic charge list, values in e, 2 entries: number 1, C, carries -0.50; number 2, C, carries -0.32

---

This record from the OMol25 dataset describes a 11-piece molecular cluster, C36H65NO12 overall in a non-equilibrium geometry. The level of theory is ωB97M-V/def2-TZVPD.

Energy above the lowest of the compared OMol25 structures with the same formula, charge and spin ... 147.8 kJ/mol
LUMO level ... -0.49 eV
HOMO ... -9.36 eV
Molar mass ... 703.91 g/mol
Structure (SMILES) ... O=[N+]([O-])c1ccccc1.CC(C)=O.CC(C)=O.CC(C)=O.CC(C)=O.CC(C)=O.CC(C)=O.CC(C)=O.CC(C)=O.CC(C)=O.CC(C)=O
DFT total energy ... -2368.1892 hartree

ORCA input file:
```
! wB97M-V def2-TZVPD RIJCOSX def2/J DEFGRID3
* xyz 0 1
O -25.05790 -21.87183 9.92306
N -25.42686 -20.77011 10.28372
O -26.59308 -20.43660 10.34278
C -24.42570 -19.76245 10.58587
C -23.09523 -20.16444 10.57704
C -22.13318 -19.23441 10.93047
C -22.40070 -17.90336 11.22364
C -23.75075 -17.48829 11.16640
C -24.71255 -18.44119 10.89814
H -22.91199 -21.18489 10.27157
H -21.10181 -19.53528 11.08089
H -21.61934 -17.21764 11.50277
H -24.02534 -16.48329 11.44786
H -25.74591 -18.10960 10.87236
C -27.55532 -14.44533 11.49348
C -28.25482 -15.79909 11.44103
C -29.74994 -15.78994 11.23415
O -27.61646 -16.82866 11.42987
H -27.74176 -14.10535 12.51689
H -28.04894 -13.81758 10.75842
H -26.49971 -14.65792 11.34953
H -30.19830 -16.33420 12.06661
H -30.08267 -16.30022 10.33170
H -30.02756 -14.74084 11.14897
C -26.99764 -17.74871 5.18337
C -26.86992 -16.84570 6.38018
C -25.98228 -17.37482 7.51451
O -27.39012 -15.76702 6.48479
H -27.88719 -18.35096 5.38841
H -26.09481 -18.30767 4.96064
H -27.25640 -17.16810 4.29483
H -24.91861 -17.23466 7.33528
H -26.11243 -18.46224 7.51325
H -26.41843 -16.97232 8.42517
C -25.15226 -18.05767 16.71213
C -25.27304 -17.33182 15.40643
C -25.88219 -18.02347 14.20182
O -25.04410 -16.13801 15.34489
H -25.06401 -17.28228 17.46575
H -24.21918 -18.63319 16.66856
H -25.92467 -18.81872 16.80442
H -26.88686 -18.38369 14.42180
H -25.27666 -18.90497 13.95785
H -25.85758 -17.37648 13.33172
C -24.77472 -25.92370 9.03921
C -23.77925 -25.45188 8.01934
C -23.91902 -24.03742 7.56914
O -22.99050 -26.21079 7.49769
H -25.11348 -25.04992 9.59683
H -24.38210 -26.68889 9.70477
H -25.60881 -26.35810 8.48376
H -23.50312 -23.85007 6.58072
H -23.44806 -23.37298 8.30198
H -24.94474 -23.66224 7.51901
C -26.81084 -24.11432 11.75176
C -26.97194 -25.45774 12.40614
C -28.33479 -25.94798 12.87238
O -26.00242 -26.12741 12.68952
H -27.52422 -23.40920 12.17923
H -26.82954 -24.07107 10.66537
H -25.82487 -23.78908 12.08402
H -29.16877 -25.25050 12.81536
H -28.26982 -26.51018 13.79506
H -28.57086 -26.63261 12.04106
C -19.87792 -22.83541 10.34444
C -18.81768 -21.74972 10.42275
C -17.39649 -22.10016 10.03969
O -19.16753 -20.61393 10.65425
H -19.56881 -23.64270 11.01812
H -19.96489 -23.24176 9.33650
H -20.82785 -22.46621 10.71787
H -17.28347 -23.18035 10.03489
H -16.76703 -21.61232 10.78750
H -17.10636 -21.63741 9.09834
C -23.79366 -12.12382 9.56888
C -24.32964 -13.50893 9.28797
C -25.70336 -13.52799 8.64093
O -23.93020 -14.47623 9.88818
H -24.09633 -11.43637 8.78326
H -22.71806 -12.08830 9.73334
H -24.25031 -11.82861 10.51695
H -25.94629 -12.71205 7.96474
H -26.33811 -13.44196 9.52464
H -25.96849 -14.46757 8.15934
C -20.04101 -14.73472 11.18179
C -19.28880 -14.38534 9.90566
C -19.94792 -13.47764 8.89678
O -18.16229 -14.77515 9.70124
H -20.29378 -15.78426 11.02637
H -20.96550 -14.16632 11.21649
H -19.35876 -14.61341 12.01626
H -20.99466 -13.32248 9.17251
H -19.99585 -13.97171 7.92063
H -19.48173 -12.52318 8.66023
C -23.18805 -24.07078 12.00576
C -22.32889 -24.57193 13.14293
C -22.76308 -25.80255 13.89771
O -21.33538 -23.97614 13.48722
H -23.75960 -23.19130 12.30768
H -23.88898 -24.80057 11.60567
H -22.55161 -23.77206 11.17057
H -23.78987 -25.75707 14.25382
H -22.04875 -26.02549 14.68494
H -22.70587 -26.61574 13.16465
C -21.63758 -20.88188 16.51430
C -22.41289 -21.26082 15.27672
C -21.83749 -20.83848 13.95592
O -23.57093 -21.58709 15.32812
H -21.45229 -21.75064 17.14922
H -22.08842 -20.09680 17.12672
H -20.66448 -20.43152 16.30592
H -22.01172 -21.68527 13.28394
H -20.76485 -20.66336 13.86801
H -22.32082 -19.96706 13.51385
*
```

Mulliken atomic charge list, values in e, 2 entries: number 1, O, carries -0.54; number 2, N, carries 1.04